# 1
Entry from the Open Molecules 2025 dataset: an isolated ion of composition C3H3NO2P and charge -1 (wB97M-V/def2-TZVPD).

Structure (XYZ):
```
10
Properties=species:S:1:pos:R:3:forces:R:3
N 0.00354 -0.54821 -0.68906 -1.4 -0.8 -2.7
P -0.31718 0.99025 -0.08381 1.4 1.7 -1.4
C 1.65207 1.77261 0.11523 -2.1 1.4 -1.0
O 1.82168 2.99937 0.13246 -0.4 -1.0 0.4
C 2.51296 0.74503 0.00226 2.2 -3.3 0.3
C 2.86420 -0.49599 -0.02151 -0.7 3.7 0.0
O 3.35394 -1.57168 -0.09274 0.3 -1.3 0.0
H -0.01008 -0.67351 -1.72980 -0.2 0.5 1.5
H 0.81043 -1.02076 -0.37960 1.1 -0.4 0.7
H -0.23870 0.55601 1.17251 -0.2 -0.4 2.2
```
Forces are in eV/Å.

Results
- Charge: -1
- HOMO level: -0.1194 Ha
- Energy above the lowest of the compared OMol25 structures with the same formula, charge and spin: 62.3 kJ/mol
- SMILES string: NPC([O-])=C=C=O
- Spin multiplicity: 1

Charges computed using Mulliken, reported in e:
1 N -0.562
2 P 0.019
3 C 0.242
4 O -0.653
5 C -0.536
6 C 0.648
7 O -0.631
8 H 0.236
9 H 0.253
10 H -0.018

=====

# 2
Entry from the Open Molecules 2025 dataset: a 11-piece molecular cluster, C42H79Br2N2O13S overall (wB97M-V/def2-TZVPD).

Structure (XYZ):
```
139
Properties=species:S:1:pos:R:3:forces:R:3
C -3.31018 -1.36163 -4.23647 0.1 0.1 0.3
C -3.32461 -0.02150 -3.50571 -0.1 -0.1 0.0
O -2.38311 0.85581 -4.13100 0.2 -0.1 0.1
C -2.10375 2.03627 -3.42636 -0.2 -0.1 0.0
C -0.60727 2.12983 -3.11515 -0.2 -0.1 0.0
N -0.28522 1.69048 -1.74766 0.1 0.1 0.1
C -0.05200 0.37902 -1.35656 0.3 0.1 0.3
S -0.07950 -1.07733 -2.30006 -0.3 -0.3 -0.1
C 0.18760 0.43160 -0.01289 0.0 -0.1 -0.4
O 0.47269 -0.52696 0.87066 0.1 0.2 0.0
N 0.07991 1.73851 0.39349 0.0 0.0 -0.1
C 0.22009 2.15462 1.79203 -0.1 0.1 0.3
C -1.07479 1.87418 2.58028 -0.3 0.2 -0.6
C -1.97476 3.11260 2.76646 0.2 -0.3 -0.1
Br -0.65879 1.01788 4.26554 0.1 0.0 0.1
C -0.19468 2.49123 -0.68399 -0.3 0.0 0.0
C -0.35261 3.97416 -0.68724 0.1 -0.1 0.2
C 0.95892 4.60241 -1.12845 -0.2 0.2 -0.3
O 1.17701 4.92587 -2.24574 0.1 0.0 0.1
Br 2.29042 4.81573 0.24404 0.0 0.0 0.1
H -2.98527 -2.15854 -3.56606 0.0 0.0 -0.1
H -2.59984 -1.32089 -5.06023 -0.1 0.0 -0.1
H -4.29433 -1.62356 -4.61941 0.1 0.0 -0.1
H -4.31503 0.44564 -3.53701 0.0 0.0 0.0
H -3.05075 -0.15321 -2.45038 0.0 0.1 0.0
H -2.39868 2.90238 -4.02736 0.1 0.0 0.0
H -2.67467 2.07440 -2.48968 0.0 0.1 0.0
H -0.07735 1.45672 -3.78800 0.0 0.3 -0.1
H -0.24987 3.14951 -3.23704 0.2 -0.1 0.0
H 0.61751 -0.65769 -3.36427 0.2 0.1 0.1
H 1.10517 -1.14639 0.47532 -0.1 -0.1 0.0
H 1.06807 1.61666 2.21049 0.0 0.0 -0.1
H 0.44018 3.22014 1.79945 0.1 -0.1 0.0
H -1.63933 1.13142 2.01557 0.1 -0.2 0.2
H -2.11799 3.34748 3.81583 0.0 0.1 -0.1
H -1.56239 3.98617 2.25820 0.0 0.0 0.1
H -2.95882 2.92321 2.33849 0.0 0.1 0.1
H -0.66225 4.33008 0.29305 0.1 0.0 -0.1
H -1.10783 4.30537 -1.39884 0.0 -0.1 0.0
C -0.89365 8.52913 -5.32969 -0.1 -0.1 -0.1
C -0.36837 7.14068 -5.60280 0.0 0.0 0.0
O -0.98308 6.34559 -6.27401 0.0 0.0 0.1
C 0.96181 6.78400 -4.98283 -0.1 -0.1 -0.1
H -1.85335 8.66020 -5.82324 0.0 0.0 0.0
H -1.01368 8.68217 -4.25519 0.1 0.0 0.0
H -0.19087 9.27583 -5.70243 0.0 0.0 0.1
H 0.89263 6.86225 -3.89739 0.1 0.1 0.0
H 1.74184 7.46278 -5.33077 0.0 0.1 0.1
H 1.22613 5.76396 -5.25226 0.0 0.0 0.0
C -0.24104 -4.72480 0.17721 -0.2 0.2 -0.2
C -0.23915 -5.37192 -1.18228 0.0 0.0 0.0
O -0.95210 -4.97077 -2.07610 0.1 0.0 0.1
C 0.69341 -6.54114 -1.37204 -0.1 0.0 -0.2
H -0.95398 -3.90114 0.17631 0.0 0.0 0.0
H -0.52287 -5.44856 0.93976 0.2 0.0 0.1
H 0.75498 -4.34876 0.41677 0.0 -0.1 0.1
H 0.44668 -7.33143 -0.66141 0.1 0.0 0.1
H 1.72304 -6.23010 -1.18770 0.0 0.0 0.1
H 0.60583 -6.92184 -2.38694 0.0 0.0 0.0
C 1.85660 -5.35420 4.73814 0.0 0.1 -0.2
C 0.87221 -6.19023 3.96183 0.0 0.0 0.1
O 0.83974 -6.17151 2.75042 0.0 0.0 0.0
C -0.06800 -7.05682 4.76210 0.0 0.0 -0.2
H 2.48469 -4.78576 4.05653 0.0 0.0 0.0
H 1.32199 -4.67309 5.40289 0.0 -0.1 0.1
H 2.49265 -5.99634 5.34998 0.0 0.0 0.1
H -0.67063 -6.43784 5.42852 0.0 0.0 0.1
H 0.50114 -7.75938 5.37287 0.0 0.0 0.1
H -0.72225 -7.60897 4.09163 0.0 0.0 0.0
C 5.94575 -7.55696 3.50724 0.1 0.4 0.1
C 4.95948 -6.56313 2.95732 0.0 0.0 -0.1
O 4.96923 -5.39407 3.27474 0.0 0.0 0.0
C 3.92883 -7.09449 1.98763 0.0 0.2 0.0
H 6.62743 -7.05299 4.18881 0.0 0.0 0.0
H 5.42643 -8.35174 4.03824 0.0 -0.1 -0.1
H 6.51698 -8.00631 2.69307 -0.1 -0.1 0.0
H 3.32870 -7.86946 2.46772 0.0 -0.1 -0.1
H 4.41946 -7.52558 1.11299 0.0 -0.1 0.1
H 3.27444 -6.28369 1.67738 0.0 0.0 0.0
C -6.30070 4.95399 5.40075 0.1 0.1 -0.1
C -5.09346 4.10271 5.09975 0.0 0.0 0.1
O -4.16656 4.52131 4.44266 -0.1 0.0 0.0
C -5.09489 2.70131 5.66006 0.2 0.0 -0.1
H -6.18081 5.93486 4.94748 0.0 0.0 0.0
H -7.20140 4.47992 5.00757 0.0 0.0 0.1
H -6.41893 5.06644 6.47943 -0.1 -0.1 0.0
H -5.95199 2.14584 5.27597 0.0 0.0 0.1
H -5.17075 2.73371 6.74784 -0.1 0.0 0.0
H -4.17680 2.18877 5.38018 0.0 0.0 0.0
C -2.83595 -5.41765 -4.52762 -0.1 0.2 -0.2
C -3.11318 -4.88753 -5.91252 0.0 -0.1 0.0
O -2.77754 -3.77191 -6.24117 0.0 0.0 0.0
C -3.82819 -5.80861 -6.87195 0.0 0.1 -0.1
H -2.32077 -4.66471 -3.94418 0.0 0.0 0.0
H -3.77520 -5.67851 -4.03536 0.0 -0.1 0.0
H -2.21334 -6.31157 -4.58233 -0.1 -0.1 0.0
H -4.80165 -6.08849 -6.46596 0.0 -0.1 0.0
H -3.24592 -6.71958 -7.01934 0.0 0.0 0.1
H -3.96555 -5.30967 -7.82810 0.0 0.0 0.0
C 6.79765 -12.64183 4.94094 0.0 0.1 0.1
C 5.80253 -11.65129 4.39176 0.0 0.0 0.0
O 5.82506 -10.48489 4.71230 0.0 -0.1 0.0
C 4.77771 -12.18599 3.42112 0.0 0.2 0.0
H 7.47750 -12.13791 5.62309 0.0 0.0 0.0
H 6.27625 -13.43957 5.47220 0.0 -0.1 -0.1
H 7.36812 -13.09082 4.12637 0.0 -0.1 0.0
H 4.18346 -12.96752 3.89693 0.0 -0.1 0.0
H 5.27591 -12.61824 2.55198 0.0 -0.1 0.0
H 4.12204 -11.38074 3.09792 0.0 0.0 0.0
C 4.14854 3.35345 -2.82563 -0.1 -0.1 0.1
C 4.83261 2.08981 -2.36489 0.0 0.0 0.0
O 4.19726 1.20164 -1.83950 0.0 0.0 0.0
C 6.31893 1.98757 -2.58432 -0.1 -0.2 0.1
H 3.09041 3.26972 -2.59467 0.0 0.1 0.0
H 4.56074 4.22452 -2.31429 0.1 0.0 -0.1
H 4.26853 3.48891 -3.90161 0.1 0.1 0.0
H 6.83017 2.79973 -2.06512 0.0 0.1 -0.1
H 6.54587 2.06730 -3.64854 0.0 0.1 0.0
H 6.68090 1.03416 -2.20818 0.0 0.0 0.0
C -3.84728 7.56143 1.21589 0.1 -0.1 0.1
C -3.00057 6.82293 0.21762 -0.1 0.1 0.0
O -2.08285 6.10737 0.57281 0.0 -0.1 -0.1
C -3.33596 7.01945 -1.23533 0.1 -0.1 0.0
H -3.50889 7.33751 2.22545 0.0 0.0 0.0
H -3.77692 8.63431 1.02950 -0.1 0.0 -0.1
H -4.89135 7.26173 1.11235 0.0 0.1 0.0
H -3.24370 8.07659 -1.48628 -0.1 0.0 0.0
H -4.36179 6.70180 -1.42995 0.0 0.1 0.0
H -2.65489 6.44364 -1.86036 0.0 0.0 0.0
C -0.91497 10.09530 1.86464 -0.1 0.1 -0.1
C -0.87848 9.29405 0.58946 0.1 0.0 0.0
O -1.68220 9.47036 -0.29964 0.0 0.0 0.0
C 0.19171 8.23899 0.47515 0.0 -0.1 -0.1
H -1.73190 10.81164 1.82523 0.0 0.0 0.0
H -1.05468 9.43022 2.71887 0.1 0.0 0.0
H 0.02708 10.62900 1.99848 0.0 -0.1 0.1
H 0.05153 7.50632 1.27168 0.1 0.0 0.0
H 1.18810 8.67444 0.56461 0.0 0.0 0.1
H 0.10031 7.73909 -0.48753 0.0 0.0 0.0
```
Forces are in eV/Å.

Results
- Charge: +1
- HOMO level: -0.3924 Ha
- Spin multiplicity: 1

Atom charges from the Mulliken analysis, given in e for atoms 1 to 99:
1 C -1.036
2 C -0.069
3 O -0.365
4 C -0.786
5 C -0.920
6 N 0.485
7 C -0.597
8 S 0.021
9 C 0.529
10 O -0.600
11 N 0.470
12 C -1.329
13 C 0.171
14 C -0.717
15 Br -0.123
16 C 0.221
17 C 0.169
18 C 0.301
19 O -0.391
20 Br -0.108
21 H 0.152
22 H 0.308
23 H 0.377
24 H 0.322
25 H 0.195
26 H 0.478
27 H 0.446
28 H 0.614
29 H 0.163
30 H 0.222
31 H 0.368
32 H 0.669
33 H 0.461
34 H 0.348
35 H 0.452
36 H -0.181
37 H 0.227
38 H -0.102
39 H 0.148
40 C -1.022
41 C 0.793
42 O -0.560
43 C -0.731
44 H 0.305
45 H 0.196
46 H 0.352
47 H 0.036
48 H 0.449
49 H 0.206
50 C -0.855
51 C 0.668
52 O -0.503
53 C -1.077
54 H 0.314
55 H 0.278
56 H 0.236
57 H 0.331
58 H 0.289
59 H 0.307
60 C -1.163
61 C 0.917
62 O -0.527
63 C -1.252
64 H 0.240
65 H 0.414
66 H 0.333
67 H 0.355
68 H 0.342
69 H 0.318
70 C -1.031
71 C 0.836
72 O -0.580
73 C -0.893
74 H 0.352
75 H 0.226
76 H 0.333
77 H 0.241
78 H 0.469
79 H 0.092
80 C -1.213
81 C 0.869
82 O -0.472
83 C -0.994
84 H 0.279
85 H 0.346
86 H 0.345
87 H 0.341
88 H 0.350
89 H 0.166
90 C -0.849
91 C 0.831
92 O -0.524
93 C -1.192
94 H 0.082
95 H 0.365
96 H 0.353
97 H 0.324
98 H 0.332
99 H 0.322

=====

# 3
Entry from the Open Molecules 2025 dataset: a 2-piece molecular cluster, C4H7NO overall (wB97M-V/def2-TZVPD).

Structure (XYZ):
```
13
Properties=species:S:1:pos:R:3:forces:R:3
C -1.72023 -1.09119 0.86705 -0.1 -0.1 0.3
O -1.37662 -0.60416 -0.45014 0.4 -0.2 -0.2
C -0.32697 -1.15276 -0.98515 -0.4 0.3 -0.1
C 1.65634 1.33830 -0.60899 0.0 0.0 0.0
C 1.25506 0.83872 0.70487 -0.2 -0.2 0.9
N 0.94901 0.47833 1.76013 0.3 0.4 -1.0
H -0.82514 -1.11211 1.48835 -0.1 0.0 -0.1
H -2.15187 -2.08752 0.76275 0.0 0.1 0.0
H -2.45672 -0.39385 1.26805 0.1 -0.1 0.0
H -0.28010 -0.62421 -1.97590 0.0 -0.2 0.1
H 0.94554 1.02687 -1.37790 0.1 0.0 0.2
H 1.68624 2.42982 -0.58560 0.0 -0.1 0.0
H 2.64546 0.95376 -0.86752 -0.1 0.0 0.0
```
Forces are in eV/Å.

Results
- HOMO level: -0.3203 Ha
- Energy above the lowest of the compared OMol25 structures with the same formula, charge and spin: 413.7 kJ/mol
- Spin multiplicity: 1

Charges computed using Mulliken, reported in e:
1 C -0.514
2 O -0.153
3 C -0.372
4 C -0.682
5 C 0.403
6 N -0.454
7 H 0.341
8 H 0.271
9 H 0.235
10 H 0.172
11 H 0.197
12 H 0.296
13 H 0.261